Entry A
Entry from the Open Molecules 2025 dataset: 2 unconnected molecules or ions with the total composition C3H3IN2O (ωB97M-V with the def2-TZVPD basis set).

Geometry (Å):
C: 0.4610 -2.1217 -0.0639
C: 0.5619 -0.5301 0.1093
C: 2.1436 0.7794 -0.0085
N: 0.2856 -3.2612 -0.0098
N: -0.3668 0.1128 -0.7700
O: 1.7923 1.7946 -0.4948
I: 4.1135 0.0326 0.1119
H: 0.2884 -0.3148 1.0661
H: -0.4555 1.1510 -0.6249
H: -0.6297 -0.3446 -1.6689

Values from the calculation:
HOMO energy: -8.8 eV
Orbital gap: 0.29284 Ha

List of Löwdin charges in e, atom by atom: -0.15, -0.21, -0.79, 0.12, -0.01, -0.03, 0.79, 0.06, 0.11, 0.11

Entry B
Entry from the Open Molecules 2025 dataset: 2 unconnected molecules or ions with the total composition C3H3IN2O (ωB97M-V with the def2-TZVPD basis set).

Geometry (Å):
C: 0.7017 0.3845 -0.3106
C: 1.4621 -0.4927 -1.0533
C: -0.5390 -0.3390 -0.2935
N: -0.5317 -1.3602 -1.0990
N: -3.4303 0.0714 -0.8797
O: 0.7586 -1.5629 -1.4607
I: -3.1823 1.0666 -2.5100
H: 1.0456 1.1760 0.2556
H: 2.5503 -0.5551 -0.9733
H: -2.5081 -0.4467 -0.8093

Values from the calculation:
HOMO energy (alpha / beta): -9.1 / -9.2 eV
Orbital gap (alpha / beta): 0.26524 / 0.30228 Ha

List of Löwdin charges in e, atom by atom: -0.03, -0.12, -0.04, 0.02, -0.58, -0.03, 0.72, 0.07, 0.14, -0.16

Most stable = entry A

Entry A
Entry from the Open Molecules 2025 dataset: C4H8O4S in the gas phase (ωB97M-V with the def2-TZVPD basis set).

Geometry (Å):
C: -0.5494 -1.3922 -0.7167
C: -1.1386 -0.5328 0.4895
C: 0.1532 -0.4612 -1.6633
C: -0.1369 0.7274 0.9066
O: 1.6446 1.6696 -1.1154
O: 2.0677 -0.3004 0.1657
O: -0.7918 1.9782 0.8010
O: 0.5613 0.5699 2.1041
S: 1.1260 0.5499 -0.4639
H: 0.3631 -1.8706 -0.2449
H: -1.4123 -1.9210 -1.2000
H: -2.0741 0.0623 0.3123
H: -1.3830 -0.9859 1.4782
H: 1.0043 -0.9274 -2.1142
H: -0.4793 0.1702 -2.2173
H: -0.2685 2.6102 1.3974
H: 1.3137 0.0537 2.0811

Values from the calculation:
HOMO energy: -9.7 eV
Orbital gap: 0.38386 Ha

List of Löwdin charges in e, atom by atom: -0.21, -0.08, -0.21, -0.56, -0.27, -0.30, 0.00, 0.04, 0.69, 0.12, 0.13, 0.12, 0.12, 0.10, 0.09, 0.16, 0.05

Entry B
Entry from the Open Molecules 2025 dataset: 2 unconnected molecules or ions with the total composition C4H8O4S (ωB97M-V with the def2-TZVPD basis set).

Geometry (Å):
C: -0.0938 1.9942 -0.4687
C: 0.3443 0.5961 -0.5977
C: -2.3430 -0.3755 1.0168
C: 2.9192 -0.6432 -0.6544
O: -0.1586 -1.6292 0.6643
O: -1.4856 -1.1854 -1.3797
O: 0.6069 1.3522 0.5567
O: 2.5470 -1.2075 0.3400
S: -0.9664 -0.5611 -0.1942
H: 0.4626 2.7533 -1.0096
H: -1.1228 2.2571 -0.2430
H: -2.7303 -1.3662 1.2049
H: -1.9187 0.0647 1.9095
H: -3.0937 0.2623 0.5683
H: 3.8492 -0.0530 -0.6723
H: 2.3677 -0.7013 -1.6033
H: 0.8160 -1.5573 0.5623

Values from the calculation:
HOMO energy: -8.4 eV
Orbital gap: 0.32853 Ha

List of Löwdin charges in e, atom by atom: -0.20, -0.34, -0.11, -0.11, -0.20, -0.33, -0.11, -0.02, 0.81, 0.10, 0.10, 0.06, 0.06, 0.06, 0.09, 0.08, 0.04

Most stable = entry A

Entry A
Entry from the Open Molecules 2025 dataset: C5H6NP in the gas phase (ωB97M-V with the def2-TZVPD basis set).

Geometry (Å):
C: -0.1122 -0.9526 -0.4926
C: -1.3896 -1.2938 -0.4203
C: -1.5749 1.1197 0.5640
C: 0.4614 0.1590 0.1330
C: 1.9294 0.3398 0.0766
N: -0.2452 1.1426 0.6383
P: -2.6576 -0.2086 0.1330
H: 0.6006 -1.7298 -0.8247
H: -1.8244 -2.0763 -0.9045
H: -2.0425 2.0959 0.7506
H: 2.2757 -0.4097 -0.5939
H: 2.4411 0.3424 1.0989
H: 2.1383 1.4715 -0.1585

Values from the calculation:
HOMO energy: -8.9 eV
Orbital gap: 0.33261 Ha

List of Löwdin charges in e, atom by atom: -0.15, -0.38, -0.43, -0.40, -0.05, 0.03, 0.94, 0.12, 0.00, 0.04, 0.05, 0.10, 0.12

Entry B
Entry from the Open Molecules 2025 dataset: C5H6NP in the gas phase (ωB97M-V with the def2-TZVPD basis set).

Geometry (Å):
P: -0.4647 -2.1141 -1.3021
C: -0.1658 -0.4894 -0.5136
C: 0.3640 -0.3981 0.7687
C: 0.5338 0.8478 1.3218
C: 0.1665 1.9393 0.5712
N: -0.3242 1.9058 -0.6569
C: -0.4820 0.6861 -1.1520
H: -1.2893 -2.7543 -0.3453
H: 0.7549 -2.8224 -1.2269
H: 0.6113 -1.2890 1.3343
H: 0.9234 0.9560 2.3258
H: 0.2842 2.9227 1.0263
H: -0.9120 0.6096 -2.1512

Values from the calculation:
HOMO energy: -9.2 eV
Orbital gap: 0.36276 Ha

List of Löwdin charges in e, atom by atom: 0.81, -0.52, -0.11, -0.08, -0.16, 0.07, -0.20, -0.11, -0.12, 0.10, 0.11, 0.11, 0.10

Most stable = entry B

Entry A
Entry from the Open Molecules 2025 dataset: H3N2P in the gas phase (ωB97M-V with the def2-TZVPD basis set).

Geometry (Å):
N: -0.1272 0.8852 0.1607
N: 0.1385 -0.1832 -0.8230
P: -0.7003 -0.6734 0.6018
H: 0.8030 1.1061 0.4369
H: -0.6331 0.1838 -1.6920
H: 0.5192 -1.3185 1.3156

Values from the calculation:
HOMO energy: -9.8 eV
Orbital gap: 0.39122 Ha

List of Löwdin charges in e, atom by atom: -0.38, -0.40, 0.70, 0.02, 0.14, -0.08

Entry B
Entry from the Open Molecules 2025 dataset: a molecular structure, H3N2P (ωB97M-V with the def2-TZVPD basis set).

Geometry (Å):
N: -0.5224 -0.7356 -0.5700
N: -0.0480 -0.5959 0.8533
P: -0.9524 0.7063 0.1233
H: 0.2672 -0.8704 -1.1520
H: -0.5743 -1.1213 1.6471
H: 0.1678 2.1284 -0.2253

Values from the calculation:
HOMO energy: -9.2 eV
Orbital gap: 0.36473 Ha

List of Löwdin charges in e, atom by atom: -0.37, -0.34, 0.66, 0.03, 0.07, -0.07

Most stable = entry A